(1)
Computed, not measured: a 2-piece molecular cluster, C4H6BrP overall, with ωB97M-V with the def2-TZVPD basis set.

Structure (ORCA input):
```
! wB97M-V def2-TZVPD RIJCOSX def2/J DEFGRID3
* xyz 0 1
C -0.255 -1.240 0.793
C -0.253 0.137 0.212
C -0.971 -0.393 1.452
C -0.963 0.536 -1.027
P 2.998 1.356 -0.492
Br 3.551 -0.746 -0.364
H 0.099 -2.253 0.697
H 0.682 0.684 0.494
H -1.471 -0.037 2.313
H -1.402 1.615 -1.052
H -1.795 -0.045 -1.089
H -0.220 0.386 -1.937
*
```

Results
Highest occupied orbital energy (alpha / beta): -8.2 / -8.3 eV
Kohn-Sham gap (alpha / beta): 6.82 / 6.83 eV
LUMO energy (alpha / beta): -0.0522 / -0.0528 Ha



(2)
Computed, not measured: C47H40BrCl4GeN4O10S2Ti as an isolated structure, with ωB97M-V with the def2-TZVPD basis set.

Structure (ORCA input):
```
! wB97M-V def2-TZVPD RIJCOSX def2/J DEFGRID3
* xyz -2 4
Ti 0.912 0.350 0.805
O 2.730 1.973 5.947
C 2.436 0.679 6.012
O 2.748 0.022 6.980
C 1.697 0.110 4.873
C 1.233 -1.176 4.774
Cl 1.483 -2.486 5.826
N 0.603 -1.370 3.570
N 0.702 -0.205 2.818
C 1.293 0.721 3.633
C 1.245 2.070 3.252
O 1.590 3.055 3.924
O 0.652 2.223 1.975
C -0.538 -2.196 3.386
C -0.799 -2.764 2.145
C -1.944 -3.518 1.949
C -2.845 -3.716 2.986
C -2.582 -3.157 4.228
C -1.441 -2.399 4.431
H 2.307 2.421 5.162
H -0.086 -2.649 1.341
H -2.122 -3.961 0.976
H -3.736 -4.312 2.833
H -3.279 -3.292 5.046
H -1.262 -1.952 5.399
N -1.044 0.054 0.522
S -2.254 1.102 0.417
C -3.253 0.797 1.896
C -2.544 0.704 3.090
C -3.214 0.756 4.298
C -4.594 0.924 4.324
C -5.299 1.025 3.131
C -4.633 0.977 1.918
C -3.351 0.459 -0.820
C -3.837 -0.845 -0.738
C -4.538 -1.375 -1.803
C -4.752 -0.622 -2.953
C -4.258 0.675 -3.031
C -3.557 1.216 -1.968
H -1.375 -0.893 0.371
H -1.467 0.573 3.045
H -2.659 0.677 5.224
H -5.115 0.984 5.271
H -6.374 1.154 3.152
H -5.181 1.063 0.987
H -3.666 -1.426 0.163
H -4.917 -2.388 -1.744
H -5.288 -1.053 -3.788
H -4.413 1.253 -3.934
H -3.139 2.214 -2.018
Cl 5.379 -0.948 -1.697
Ge 3.282 0.092 -1.342
Cl 4.039 2.184 -2.015
Cl 3.304 0.748 1.118
C 4.036 -2.719 -4.369
C 3.005 -1.803 -4.957
C 3.211 -0.422 -4.958
C 2.251 0.438 -5.463
C 1.065 -0.087 -5.956
C 0.845 -1.454 -5.985
C 1.823 -2.304 -5.495
S -0.251 0.998 -6.442
O 0.301 2.209 -6.985
O -1.190 0.240 -7.226
N -1.034 1.399 -5.048
C -0.379 2.303 -4.092
C 0.533 1.613 -3.075
C 0.216 1.928 -1.623
O -0.752 2.624 -1.303
O 1.028 1.395 -0.784
H 5.036 -2.443 -4.708
H 3.843 -3.760 -4.627
H 4.038 -2.621 -3.281
H 4.123 -0.020 -4.532
H 2.403 1.510 -5.470
H -0.087 -1.829 -6.387
H 1.654 -3.374 -5.510
H -1.453 0.576 -4.627
H -1.162 2.838 -3.556
H 0.174 3.026 -4.690
H 1.584 1.857 -3.225
H 0.447 0.522 -3.144
C 0.034 3.501 1.719
C 1.005 4.649 1.655
C 2.154 4.536 0.880
C 3.038 5.600 0.791
C 2.777 6.785 1.465
C 1.628 6.901 2.234
C 0.746 5.835 2.328
H -0.435 3.373 0.744
H -0.741 3.680 2.471
H 2.361 3.611 0.352
H 3.935 5.501 0.193
H 3.466 7.618 1.392
H 1.422 7.818 2.773
H -0.146 5.925 2.939
Br 1.937 -8.072 0.997
C 1.728 -6.239 0.488
C 2.123 -5.232 1.376
C 1.966 -3.915 1.014
C 1.415 -3.562 -0.253
C 1.044 -4.614 -1.133
C 1.193 -5.932 -0.765
C 1.188 -2.187 -0.611
O 0.813 -1.791 -1.743
O 1.383 -1.288 0.382
H 2.554 -5.488 2.336
H 2.274 -3.130 1.692
H 0.635 -4.351 -2.101
H 0.910 -6.729 -1.440
*
```

Results
Highest occupied orbital energy (alpha / beta): 0.1 / -3.3 eV
Kohn-Sham gap (alpha / beta): 3.20 / 6.60 eV
<S²>: 3.7877
LUMO energy (alpha / beta): 0.1207 / 0.1206 Ha